1.
{"formula": "C20H16ClLiN4O5", "method": "wB97M-V/def2-TZVPD", "max_force_ha_per_bohr": 0.2041, "total_energy_ha": -1833.939132, "e_homo_ha": 0.010, "total_charge": -2, "elements": ["H", "C", "C", "C", "H", "O", "H", "C", "C", "H", "H", "H", "C", "O", "C", "N", "O", "C", "C", "C", "C", "O", "N", "C", "H", "C", "H", "Cl", "C", "C", "C", "H", "H", "C", "N", "Li", "H", "C", "H", "H", "C", "H", "N", "O", "H", "C", "H"], "positions_angstrom": [[1.359, 2.422, 2.683], [2.720, -1.579, -0.106], [0.426, -3.398, 2.616], [-0.265, -2.891, 0.017], [2.538, 2.538, -0.168], [0.156, -0.500, 4.116], [-0.050, 3.468, 3.157], [-0.459, 4.083, -1.227], [0.436, 2.906, 2.369], [0.740, -3.532, 3.645], [-0.453, 0.515, -1.988], [-0.140, -5.016, -0.314], [1.670, 2.205, -0.729], [6.780, -3.096, 2.592], [0.104, -1.122, 3.106], [-0.609, 1.440, 1.931], [2.059, -1.458, -1.170], [5.259, -4.084, 1.165], [4.867, -5.255, 0.531], [3.139, -4.005, -0.581], [0.092, -2.030, 2.149], [6.971, -5.204, 2.236], [-0.493, 1.578, 0.764], [-0.039, 5.192, -0.594], [-0.136, 6.191, -0.991], [-0.599, 1.547, -1.675], [2.312, -3.934, -1.272], [0.110, 2.550, -0.406], [0.569, 3.647, 1.095], [-0.052, -4.206, 0.398], [0.354, -4.428, 1.754], [-0.531, -2.693, -1.021], [3.476, -6.110, -0.847], [4.591, -2.886, 0.972], [6.415, -4.128, 2.063], [1.082, -0.244, 0.058], [0.662, 5.731, 1.577], [0.488, 4.936, 0.860], [2.038, 1.679, -1.596], [4.887, -1.990, 1.497], [3.525, -2.849, 0.086], [5.404, -6.171, 0.729], [-0.188, -1.796, 0.759], [2.724, -0.750, 0.842], [-1.189, 2.043, -2.417], [3.798, -5.207, -0.345], [0.617, -5.427, 2.088]], "forces_ev_per_a": [[-0.2, -0.3, 0.2], [0.1, 0.2, -0.2], [0.2, 0.0, 0.1], [-0.3, 0.1, -0.1], [-0.8, 0.5, 0.9], [0.0, 0.2, -0.1], [-0.2, -0.2, 0.1], [-0.6, 2.0, -2.4], [0.6, 0.4, -0.6], [0.0, 0.0, 0.0], [0.6, -0.3, 1.5], [0.0, 0.0, 0.0], [1.9, -0.5, 1.1], [0.0, 0.0, 0.0], [-0.1, -0.3, 0.3], [2.2, 4.4, 0.2], [0.5, -0.1, 0.2], [-0.1, 0.0, -0.1], [0.1, -0.1, 0.0], [0.1, 0.0, 0.0], [-0.2, -0.2, -0.2], [0.0, 0.0, 0.0], [-3.7, -9.6, 1.8], [0.6, -1.6, 2.1], [-0.2, 0.0, -0.1], [-0.7, 0.9, 0.0], [0.0, 0.0, 0.0], [2.2, 3.7, -6.5], [0.2, -0.2, 3.9], [-0.1, -0.1, 0.0], [-0.1, 0.0, 0.0], [0.1, 0.0, 0.0], [0.0, 0.0, 0.0], [0.1, 0.0, 0.1], [0.0, 0.0, 0.0], [-0.7, 0.1, -0.1], [0.0, 0.0, 0.0], [-0.5, 0.2, -2.3], [-1.5, -0.2, -0.5], [-0.1, 0.0, 0.0], [-0.1, 0.0, 0.0], [0.0, 0.0, 0.0], [0.3, 0.1, 0.6], [0.4, -0.3, -0.2], [0.1, 0.9, 0.4], [0.0, 0.0, 0.0], [0.0, 0.0, 0.0]]}

2.
{"formula": "C6H11NO3", "method": "wB97M-V/def2-TZVPD", "smiles": "CNC(=O)OC(=O)C(C)C", "max_force_ha_per_bohr": 0.0536, "total_energy_ha": -515.660770, "e_homo_ha": -0.337, "total_charge": 0, "elements": ["C", "H", "N", "C", "H", "C", "H", "H", "H", "H", "H", "C", "H", "H", "O", "C", "O", "H", "C", "O", "H"], "positions_angstrom": [[-1.648, 0.701, 1.000], [-1.413, 3.322, -0.006], [-0.513, 1.446, 0.425], [-0.840, 2.534, -0.499], [2.450, -1.008, -1.182], [0.660, -0.955, 0.011], [2.235, -2.443, -0.179], [0.116, 1.743, 1.165], [0.084, 2.946, -0.907], [-0.231, -2.593, -1.095], [0.385, 0.337, -0.014], [-0.294, -1.504, -1.048], [-0.019, -1.110, -2.027], [-1.325, -1.223, -0.841], [-1.263, -0.392, 1.600], [0.251, -1.164, 1.370], [-2.778, 1.053, 0.779], [-1.453, 2.124, -1.297], [2.116, -1.357, -0.204], [0.711, -1.518, 2.387], [2.767, -0.939, 0.563]], "forces_ev_per_a": [[0.8, 0.3, -1.4], [0.0, 0.0, -0.1], [-0.8, 0.7, 0.6], [-0.3, 0.0, 0.4], [0.0, 0.0, 0.0], [-0.1, 1.5, -0.8], [0.0, 0.0, 0.0], [-0.1, 0.1, 0.0], [-0.1, -0.1, 0.0], [-0.1, 0.0, 0.0], [0.7, -2.7, 0.0], [0.1, 0.0, 0.1], [0.0, 0.0, 0.0], [0.0, 0.0, 0.0], [0.9, -0.8, 0.3], [-0.6, 1.1, 1.3], [0.2, -0.1, 0.3], [0.0, 0.1, -0.1], [-0.1, 0.0, 0.0], [-0.6, 0.0, -0.8], [0.0, 0.0, 0.0]]}